[1]
Below is a structure of composition C20H36HgN4OTa in a non-equilibrium geometry, with properties calculated with ωB97M-V/def2-TZVPD.

Properties
* E_HOMO (alpha / beta): -0.524 / -0.524 hartree
* LUMO energy (alpha / beta): -9.38 / -9.39 eV
* max |F|: 0.059 Eh/bohr

```
! RIJCOSX wB97M-V def2-TZVPD def2/J DEFGRID3
* xyz 2 2
N 2.30690 -0.13511 -1.00288
C 4.11808 -1.56847 0.37842
O 5.22164 -1.87418 0.41537
Hg 4.27886 0.24412 -2.05101
Ta 0.57712 0.13694 -0.55087
N -0.48488 -1.50087 -1.09074
N 0.16867 1.94515 -1.34928
C 0.07612 -2.83422 -1.40137
C 0.74837 3.29017 -1.07339
C 1.07098 -2.67343 -2.54559
C -1.01452 -3.81390 -1.82205
C 0.79024 -3.40146 -0.17436
C 0.53773 4.27631 -2.22324
C 0.09605 3.85488 0.18560
C 2.26832 3.16962 -0.90571
H 0.54208 -2.29842 -3.43170
H 1.52112 -3.65106 -2.77917
H 1.87614 -1.96582 -2.29239
H -1.79258 -3.88718 -1.05391
H -0.57267 -4.80995 -1.94529
H -1.44931 -3.52019 -2.78143
H 1.50357 -2.69354 0.27681
H 1.35938 -4.30611 -0.46549
H 0.04798 -3.70961 0.58581
H 1.05137 3.91720 -3.12074
H 0.99277 5.24016 -1.95338
H -0.51928 4.46121 -2.43528
H -0.98828 3.92061 0.04904
H 0.48599 4.85942 0.40347
H 0.27989 3.22758 1.06177
H 2.61455 2.27152 -0.37254
H 2.63813 4.05462 -0.36002
H 2.74608 3.13434 -1.90093
C -0.85865 1.85411 -2.40359
H -0.80335 0.87555 -2.89941
H -1.88112 2.00842 -2.02377
H -0.69166 2.60291 -3.18948
C -1.83719 -1.23793 -1.58027
H -2.58100 -1.90459 -1.11615
H -2.16629 -0.22254 -1.32571
H -1.89709 -1.34996 -2.67889
C -2.72057 0.17207 1.59819
N -2.22021 -1.18042 1.61636
C -3.21052 -2.23205 1.62096
C -1.00617 -1.50943 2.29735
C -0.07172 -0.37920 2.62694
C 0.10039 -0.07096 3.97814
C 0.90751 0.98581 4.38613
C 1.59316 1.72965 3.42478
C 1.49144 1.37440 2.06949
C 0.61720 0.35073 1.63630
H -3.80716 0.13927 1.74494
H -2.54188 0.64658 0.61810
H -2.27457 0.81514 2.36519
H -3.12571 -2.86000 0.71729
H -3.10226 -2.90263 2.49052
H -4.21786 -1.79959 1.63995
H -1.24729 -2.07469 3.21521
H -0.48696 -2.23750 1.65992
H -0.41661 -0.66554 4.72810
H 1.00160 1.24479 5.44456
H 2.23209 2.57062 3.71761
H 2.12588 1.89671 1.34767
*
```

[2]
Below is a structure of composition C22H35NO3P2PdS in a non-equilibrium geometry, with properties calculated with ωB97M-V/def2-TZVPD.

Properties
* E_HOMO (alpha / beta): -0.476 / -0.503 hartree
* LUMO energy (alpha / beta): -8.54 / -9.28 eV
* max |F|: 0.095 Eh/bohr

```
! RIJCOSX wB97M-V def2-TZVPD def2/J DEFGRID3
* xyz 2 5
P -2.66975 3.19822 -0.75279
P -3.34214 0.77174 -3.71542
C -2.98651 3.33695 -2.63922
C -3.99682 2.37739 -3.27109
H -2.03018 3.24570 -3.17930
H -3.33813 4.37208 -2.79221
H -4.89227 2.27007 -2.63446
H -4.33938 2.80728 -4.22987
C -2.80960 0.67586 -5.45007
H -2.00616 -0.04295 -5.59757
H -2.45689 1.63124 -5.81420
H -3.64025 0.38386 -6.07371
C -4.66065 -0.47737 -3.79441
H -5.26428 -0.27772 -4.69643
H -5.34802 -0.43670 -2.94417
H -4.25614 -1.49861 -3.89684
C -1.25546 4.35217 -0.98583
H -0.60810 4.38486 -0.11158
H -1.62424 5.35275 -1.26331
H -0.68882 3.90378 -1.79282
C -4.12273 4.19144 -0.21653
H -5.01335 3.63893 -0.53988
H -4.14236 5.16518 -0.67710
H -4.11924 4.20118 0.90055
Pd -2.40948 2.44052 1.15168
C 0.02971 -1.65870 -4.55574
C 0.92659 -0.82701 -5.15427
C 0.72587 0.64872 -5.48550
C 0.44518 1.43947 -4.16617
C -0.41329 0.86116 -3.15868
C -1.75723 0.18037 -3.06105
C -1.68515 -1.28536 -2.60815
C -0.35859 -1.89248 -3.08843
C -2.25630 3.06692 3.18646
H -0.33605 -2.48537 -5.19408
H 1.82670 -1.25731 -5.61938
H -0.01291 0.91076 -6.27162
H 1.66340 1.01500 -5.92422
H 1.45198 1.52160 -3.68196
H 0.05354 2.45399 -4.36147
H -0.07405 1.21894 -2.15745
H -2.06871 0.68655 -2.09598
H -2.55618 -1.89542 -2.86491
H -1.68740 -1.26073 -1.48293
H 0.41088 -1.51675 -2.39603
H -0.41945 -2.96884 -2.99058
H -2.59600 2.17471 3.72184
H -2.92887 3.93542 3.32632
H -1.20068 3.28676 3.35856
O -2.03512 -1.26021 0.93989
S -1.22847 -0.45114 1.81477
O -1.63425 -0.30065 3.18311
N -0.76621 0.96453 1.10395
C 0.52417 1.05463 0.63596
O 0.95950 1.96394 -0.08539
C 1.26530 -0.15123 1.11745
C 2.63835 -0.43696 1.04274
C 3.14426 -1.60945 1.60208
C 2.28542 -2.54173 2.20897
C 0.90818 -2.26583 2.27162
C 0.43895 -1.06424 1.73484
H 3.29172 0.29335 0.57495
H 4.21955 -1.81984 1.58527
H 2.68695 -3.46446 2.63208
H 0.21697 -2.96354 2.73430
*
```

[3]
Below is a structure of composition C47H42N9O4P2S4Se2SiW in a non-equilibrium geometry, with properties calculated with ωB97M-V/def2-TZVPD.

Properties
* E_HOMO: -0.368 hartree
* LUMO energy: -3.94 eV
* max |F|: 0.035 Eh/bohr

```
! RIJCOSX wB97M-V def2-TZVPD def2/J DEFGRID3
* xyz 1 1
W 1.40362 0.47638 -0.78826
C -1.64824 -2.56955 -6.09350
Si -1.43819 -3.01744 -4.30973
C -1.29568 -4.84159 -4.08264
C -2.82533 -2.30472 -3.33085
C 0.27267 -2.31633 -3.82587
C 1.29734 -2.43526 -4.75801
C 2.57405 -1.92806 -4.50146
C 2.79299 -1.24801 -3.33780
N 1.83058 -1.09608 -2.41622
C 0.64295 -1.65247 -2.64189
S -0.35497 -1.33106 -1.27107
H -2.66742 -2.80025 -6.42984
H -0.95673 -3.11358 -6.74775
H -1.48266 -1.49489 -6.23338
H -2.20979 -5.35880 -4.40860
H -1.11792 -5.09435 -3.02932
H -0.45812 -5.23256 -4.67353
H -3.77386 -2.59902 -3.80495
H -2.77848 -1.20779 -3.30647
H -2.83534 -2.66392 -2.29328
H 1.10573 -2.91760 -5.71788
H 3.38337 -2.03850 -5.21291
H 3.76976 -0.85722 -3.12654
Se -3.50395 -1.46289 3.94925
P -3.70168 -0.15383 2.31426
C -4.16716 1.54251 2.77774
C -3.23744 2.17986 3.60710
C -3.46277 3.46915 4.05843
C -4.62448 4.14191 3.69340
C -5.54794 3.52099 2.87153
C -5.32313 2.22621 2.41042
C -4.74807 -0.91302 1.04414
C -4.14637 -1.93920 0.30918
C -4.89866 -2.72087 -0.55177
C -6.26031 -2.48293 -0.70127
C -6.86595 -1.47197 0.02655
C -6.11893 -0.69879 0.90933
C -2.16185 0.23912 1.39799
C -0.82296 -0.00780 1.53154
N -0.20343 0.75882 0.57097
N -1.16773 1.42311 -0.12150
N -2.32080 1.12920 0.34838
P 0.28522 -1.00632 2.51665
Se 1.88354 -1.42293 1.10995
C 0.89112 -0.05217 3.91396
C 0.00373 0.36666 4.90779
C 0.45991 1.20305 5.91860
C 1.78794 1.61602 5.94218
C 2.67033 1.18209 4.96352
C 2.22510 0.34741 3.94659
C -0.46691 -2.51666 3.05702
C -1.08342 -3.32060 2.09922
C -1.68556 -4.50263 2.49346
C -1.64372 -4.88983 3.82974
C -0.99251 -4.10536 4.77153
C -0.39716 -2.91130 4.38849
H -2.33504 1.65909 3.90852
H -2.73211 3.95198 4.69689
H -4.80425 5.15103 4.04750
H -6.44954 4.04358 2.57601
H -6.04769 1.78754 1.74856
H -3.08519 -2.13265 0.42458
H -4.42787 -3.52987 -1.09966
H -6.84947 -3.09511 -1.37597
H -7.92979 -1.29115 -0.07416
H -6.63149 0.03507 1.50565
H -1.03749 0.05190 4.88963
H -0.22964 1.53214 6.68847
H 2.13767 2.27097 6.73351
H 3.70966 1.49014 4.99380
H 2.90901 -0.01683 3.19137
H -1.08087 -3.02483 1.05464
H -2.18667 -5.12702 1.76114
H -2.11499 -5.81832 4.13637
H -0.95595 -4.41754 5.80858
H 0.09852 -2.28882 5.12353
S 0.18840 1.24782 -2.82698
C 0.36535 2.88920 -2.38330
S 1.07325 2.98355 -0.82148
C 0.00898 3.95289 -3.14087
C -0.56795 3.76173 -4.45219
N -1.00295 3.57136 -5.50403
C 0.20977 5.28357 -2.61302
N 0.34759 6.32634 -2.13310
O 3.57276 -0.26435 -0.67813
C 3.97618 0.59263 -1.52220
N 3.04779 1.37464 -1.97411
S 3.64878 2.44615 -3.16216
O 3.69041 3.77193 -2.64520
O 3.06042 2.14775 -4.42427
C 5.26687 1.73296 -3.06294
C 6.35095 2.02270 -3.86730
C 7.50868 1.28492 -3.64927
C 7.56556 0.29328 -2.66890
C 6.45656 0.00934 -1.87796
C 5.31510 0.75195 -2.09279
H 6.30201 2.78801 -4.63641
H 8.38247 1.47988 -4.26351
H 8.48021 -0.27428 -2.53708
H 6.47908 -0.77326 -1.12511
C 2.23298 4.01564 2.09183
N 3.43867 3.17961 2.00317
C 3.48260 1.98803 1.38859
N 4.64653 1.29979 1.40259
O 2.45095 1.52010 0.88537
H 2.22382 4.51932 3.05778
H 1.35623 3.37819 2.02394
H 2.19584 4.75657 1.29471
H 4.30398 3.57253 2.32133
H 5.45633 1.62747 1.89529
H 4.64462 0.38640 0.99610
*
```

[4]
Below is a structure of composition C20H43LuN2OP3 in a non-equilibrium geometry, with properties calculated with ωB97M-V/def2-TZVPD.

Properties
* E_HOMO: -0.565 hartree
* LUMO energy: -10.96 eV
* max |F|: 0.070 Eh/bohr

```
! RIJCOSX wB97M-V def2-TZVPD def2/J DEFGRID3
* xyz 3 1
Lu 0.62120 -0.21941 0.00690
P -0.36896 -2.37555 1.48228
P -0.93835 -0.92903 -2.24091
P -1.53566 0.58058 1.66191
H 2.83133 1.40412 0.32004
C 2.07210 1.35762 1.11336
C 1.96579 0.27335 1.97541
H 2.66440 -0.57321 1.90062
C 0.60354 -3.93089 1.47718
C -1.96983 -3.09578 0.93398
C -0.65020 -2.24931 3.29294
C -0.72533 0.43960 -3.44364
C -0.53507 -2.33430 -3.35164
C -2.77710 -0.91314 -2.17380
C -1.10643 1.26080 3.31560
C -3.27440 0.02311 1.83054
C -1.92435 2.18062 0.89113
H 1.62035 2.33156 1.31310
H 1.49555 0.33019 2.95860
H 1.53711 -3.78298 2.03717
H 0.83974 -4.22752 0.44583
H 0.01292 -4.72526 1.96055
H -1.92233 -3.31003 -0.14069
H -2.81084 -2.41846 1.11194
H -2.13804 -4.03397 1.48043
H 0.30404 -2.00053 3.77213
H -1.00126 -3.21944 3.67270
H -1.37892 -1.47380 3.55491
H -1.23094 0.11647 -4.36595
H 0.34480 0.62142 -3.62467
H -1.19160 1.36519 -3.08542
H -0.97672 -2.20303 -4.35238
H -0.88568 -3.27516 -2.90568
H 0.55732 -2.40332 -3.45864
H -3.17855 -0.98755 -3.19923
H -3.11844 0.03121 -1.72044
H -3.16619 -1.73319 -1.55578
H -1.76183 2.12021 3.51403
H -0.06365 1.60163 3.30830
H -1.22971 0.51272 4.10523
H -3.88437 0.87179 2.17263
H -3.37660 -0.80168 2.54450
H -3.66383 -0.29734 0.85383
H -2.65041 2.71561 1.51756
H -2.35182 2.02322 -0.10524
H -0.99360 2.74816 0.80450
C -0.23458 4.42720 -1.13042
C -0.41070 4.85818 -2.45887
C -0.61659 6.22300 -2.70426
C -0.70316 7.13403 -1.64340
C -0.69755 6.66535 -0.32257
C -0.52462 5.28901 -0.06330
O 0.25609 3.14659 -0.83486
H 0.68827 2.78088 -1.63056
H -0.39953 4.14472 -3.28183
H -0.69166 6.59265 -3.72876
H -0.82056 8.20401 -1.83709
H -0.81747 7.36037 0.52016
H -0.62503 4.90301 0.95607
C 3.80965 -4.73180 -0.75091
N 4.05952 -3.30218 -0.43028
C 5.37036 -2.98581 0.18200
C 3.10657 -2.43057 -0.43495
N 2.18498 -1.67989 -0.47539
H 4.70790 -5.13308 -1.23879
H 2.95626 -4.81565 -1.43732
H 3.60557 -5.32319 0.16013
H 5.79751 -2.10486 -0.30965
H 5.27549 -2.77586 1.25766
H 6.03413 -3.84139 0.03148
*
```

[5]
Below is a cluster of 2 separate species, C3H4BrF in total in a non-equilibrium geometry, with properties calculated with ωB97M-V/def2-TZVPD.

Properties
* E_HOMO (alpha / beta): -0.363 / -0.363 hartree
* LUMO energy (alpha / beta): -2.56 / -2.56 eV
* max |F|: 0.047 Eh/bohr

```
! RIJCOSX wB97M-V def2-TZVPD def2/J DEFGRID3
* xyz 0 1
C -0.66336 1.38196 -0.05855
C -0.13105 0.22435 -0.02640
C 0.73540 -0.87488 0.04128
F -2.08431 -1.44110 -0.02047
Br 2.63220 -0.13390 0.09215
H -1.73556 1.51241 -0.09643
H -0.08018 2.29583 -0.05279
H 0.62809 -1.45114 0.95945
H 0.69876 -1.51354 -0.83823
*
```

[6]
Below is an isolated molecule of C4H4N2O, with properties calculated with ωB97M-V/def2-TZVPD.

Properties
* E_HOMO: -0.324 hartree
* LUMO energy: -0.29 eV
* max |F|: 0.014 Eh/bohr

```
! RIJCOSX wB97M-V def2-TZVPD def2/J DEFGRID3
* xyz 0 1
O -1.38277 -1.87759 1.00999
C -0.85837 -0.90762 0.52138
C -0.15921 -0.90750 -0.85592
C 0.81123 0.18664 -1.19588
N 0.97444 0.99940 -0.14912
C 0.03776 1.16715 0.89354
N -0.86427 0.33544 1.22198
H -0.87519 -1.10104 -1.66840
H 0.54138 -1.75160 -0.90913
H 1.68647 1.71244 -0.24394
H 0.08853 2.14428 1.37550
*
```